55
Properties=species:S:1:pos:R:3:forces:R:3:nbo_charge:R:1 method="wB97M-V/def2-TZVPD" orbital_gap_ev=10.874 largest_force_ev_per_a=5.332 energy_ev=-105811.57632
O -1.703127 -4.828452 -2.946911 -1.38 -0.73 1.47 -0.8626
S -2.163255 -5.091499 -1.600143 -0.04 -0.84 1.12 2.4805
O -1.451060 -4.430936 -0.526965 -1.89 -0.98 -1.48 -0.8474
O -3.827592 -5.051967 -1.389275 0.91 2.96 -0.46 -0.6695
C -4.460177 -6.188904 -1.865456 -0.25 -1.63 0.26 -0.1053
C -3.485341 -7.280991 -1.490365 -0.03 -1.53 -0.94 -0.0868
O -2.271144 -6.679529 -1.226313 2.81 1.23 0.02 -0.6809
H -5.337968 -6.459096 -1.278431 -0.32 1.02 -0.09 0.2047
H -4.708971 -6.237469 -2.925566 0.17 0.68 -0.06 0.1892
H -3.314004 -7.963558 -2.322746 -0.28 -0.28 0.07 0.1877
H -3.807731 -7.837705 -0.610465 0.18 0.07 0.05 0.1901
O 0.759374 -3.954538 1.238457 0.90 2.60 -0.62 -0.8579
S 0.907119 -2.623961 0.655484 -1.55 0.08 0.14 2.4552
O 0.931205 -2.553402 -0.824832 0.30 0.66 4.02 -0.8478
O -0.238756 -1.610803 1.349425 0.92 -1.63 -0.72 -0.6728
C 0.294998 -0.870257 2.476104 -0.12 2.18 -1.27 -0.1080
C 1.803929 -1.159862 2.606922 -2.38 -2.14 1.63 -0.0930
O 2.091993 -1.692010 1.347913 1.41 -1.06 -2.38 -0.6850
H 0.258316 0.161682 2.127023 -0.32 0.17 0.01 0.2037
H -0.392233 -0.898258 3.321698 0.43 -0.75 0.12 0.2124
H 1.894454 -1.956073 3.345802 0.43 -0.20 0.11 0.1789
H 2.407049 -0.335106 2.986552 0.05 0.15 -1.04 0.2185
O 6.339060 -0.495419 -3.070315 -3.56 2.25 1.39 -0.8362
S 5.290156 0.344701 -2.427119 -0.41 -2.37 -0.45 2.4491
O 5.769549 1.381992 -1.547785 -0.97 -0.46 -1.04 -0.8858
O 4.093999 0.831787 -3.502345 4.03 1.28 -0.77 -0.6755
C 2.783051 0.632765 -3.148718 -1.58 -0.73 0.04 -0.0863
C 2.862448 -0.003863 -1.811750 -1.56 -0.12 2.18 -0.1331
O 4.143258 -0.580115 -1.640459 1.92 0.20 -0.57 -0.6589
H 2.147270 1.515576 -3.081338 0.59 0.54 -0.07 0.1947
H 2.298249 0.012801 -3.902841 0.28 -0.33 -0.07 0.1897
H 2.057779 -0.704061 -1.587391 0.50 -0.76 -0.60 0.2493
H 2.638672 0.701766 -1.011689 0.73 0.56 0.02 0.1862
O 0.193353 4.269338 -0.489918 1.33 -1.07 0.51 -0.8823
S 1.161038 3.324788 0.028692 0.22 1.98 -0.02 2.4654
O 0.702672 1.957345 0.196622 1.76 1.96 0.03 -0.8530
O 2.608294 3.466155 -0.812173 -4.99 -1.64 -0.93 -0.6741
C 3.531384 4.309415 -0.253727 2.01 -0.23 1.07 -0.1101
C 3.036878 4.773445 1.136307 -0.06 -0.90 0.11 -0.0933
O 1.857368 4.006851 1.390435 -1.61 -1.36 -0.88 -0.6810
H 4.277436 3.514732 -0.254514 1.55 1.20 0.88 0.2263
H 3.830680 5.163915 -0.860651 -0.35 -0.18 -0.31 0.1986
H 2.834251 5.842378 1.202861 -0.20 -0.10 -0.21 0.1961
H 3.683224 4.472376 1.960747 0.35 0.25 -0.28 0.2094
O -1.794217 1.907306 2.503289 -0.68 -0.03 -0.03 -0.8774
S -3.063110 1.930023 1.853298 -1.39 3.01 -0.67 2.4716
O -3.560569 0.755421 1.199504 0.15 1.44 0.67 -0.8384
O -4.189950 2.664708 2.891779 1.45 -3.14 0.88 -0.6849
C -4.835356 3.775448 2.383831 0.96 0.87 -1.76 -0.0877
C -3.718015 4.402643 1.531193 -0.85 0.44 0.02 -0.1008
O -3.137933 3.290419 0.807840 -0.14 -1.16 1.15 -0.6696
H -5.648997 3.462753 1.729380 -0.19 0.08 -0.02 0.1824
H -5.212520 4.466859 3.137350 0.27 -0.40 0.34 0.2098
H -2.973345 4.978052 2.081175 0.24 -0.59 0.41 0.1919
H -4.193136 5.170394 0.920522 0.25 -0.54 -0.99 0.2037

40
Properties=species:S:1:pos:R:3:forces:R:3:nbo_charge:R:1 method="wB97M-V/def2-TZVPD" orbital_gap_ev=6.568 largest_force_ev_per_a=9.236 energy_ev=-42180.86132 total_charge=+1
C 3.692253 2.917981 0.588144 -0.71 -0.52 0.16 -0.6409
C 2.888662 1.557483 0.039619 0.88 2.11 1.05 0.1061
O 2.005629 2.058814 -1.054153 -0.15 -1.00 1.89 -0.7236
C 2.075533 0.968074 1.334827 0.67 1.11 -0.16 -0.9552
Si 1.151140 -0.694225 1.037586 0.25 0.87 -1.08 1.6544
C 2.226437 -2.100757 0.268640 -0.53 -1.27 -0.53 -0.9334
C 2.267023 -2.123033 -1.370398 2.04 -1.61 0.27 -0.0899
O 1.889049 -0.836332 -1.972760 -2.83 -2.51 -2.50 -0.5132
C 0.924497 -0.989692 -3.071318 0.10 7.09 -3.48 0.5878
O 0.732806 0.081805 -3.888097 1.21 -7.23 5.62 -0.5502
O -0.328810 -0.336030 0.102748 -0.69 -0.36 3.02 -1.2203
Si -1.676627 -0.277628 1.232493 1.62 -0.88 -1.05 1.6351
C -2.909106 1.177573 0.949334 -0.57 0.57 -1.85 -0.9468
C -3.200426 1.538502 -0.623715 -4.29 1.16 -0.15 0.1750
N -4.522545 1.871555 -0.940848 5.08 -2.12 0.52 -0.7825
C -2.531094 -2.040224 1.209559 -1.42 -0.23 -0.90 -0.9755
C -3.332325 -2.133592 -0.227475 -4.57 -0.85 1.57 0.4170
O -4.677800 -2.211968 -0.244430 7.42 1.16 -0.15 -0.6124
H 4.170776 3.514782 -0.298420 -1.05 -1.21 1.71 0.2384
H 4.527813 2.624500 1.360681 -1.66 0.61 -1.45 0.2106
H 2.842022 3.560755 1.126527 2.09 -1.15 -1.16 0.1981
H 3.734173 0.829993 -0.356681 -2.25 1.25 0.43 0.1990
H 1.101632 2.292147 -0.689884 1.77 -0.55 -0.36 0.4617
H 2.852747 0.833581 2.215162 -1.50 0.18 -1.73 0.2666
H 1.337790 1.833412 1.698858 1.44 -1.85 -0.74 0.2368
H 0.748673 -1.184886 2.379738 -0.09 -0.13 -0.18 -0.2076
H 1.714757 -3.122379 0.600213 1.11 2.09 -0.58 0.2525
H 3.285895 -2.090913 0.780512 -1.99 0.07 -1.22 0.2706
H 3.405182 -2.324054 -1.671019 -2.51 0.53 0.48 0.2124
H 1.674050 -3.056099 -1.820295 0.96 2.27 1.05 0.1969
H 0.278108 -1.936101 -3.311424 1.68 1.33 1.11 0.1722
H -1.120628 -0.084070 2.592843 -0.36 0.13 -0.13 -0.1731
H -2.451103 2.127095 1.464130 -1.08 -1.75 -0.90 0.3055
H -3.945540 0.845130 1.420999 2.02 1.01 -0.70 0.2026
H -2.406239 1.570644 -1.489599 -1.25 -0.01 2.09 0.2462
H -4.591719 2.085950 -1.969423 0.07 -0.25 1.27 0.3864
H -1.760008 -2.920156 1.366942 -1.46 1.88 -0.56 0.2981
H -3.313850 -2.051060 2.091832 1.39 -0.19 -1.87 0.2662
H -2.681027 -2.133778 -1.218650 -1.50 -0.03 1.85 0.1837
Ag -6.077800 0.357200 0.357200 0.70 0.25 -0.69 0.9445

39
Properties=species:S:1:pos:R:3:forces:R:3:nbo_charge:R:1 method="wB97M-V/def2-TZVPD" orbital_gap_ev="3.617 / 5.288" largest_force_ev_per_a=3.493 energy_ev=-50485.84696 total_charge=+2
C 0.753551 0.541158 -1.692611 -0.51 -0.30 0.29 -1.2744
I -1.047939 0.634400 2.749349 -0.29 0.30 0.31 0.2040
H 0.673665 1.649578 -1.681476 0.11 -0.59 0.11 0.2514
H 0.199191 0.183518 -2.568574 -0.07 0.14 -0.03 0.2257
H 1.792686 0.265634 -1.910367 -0.01 0.14 0.11 0.2309
Al 0.061972 -0.441099 -0.021440 1.21 1.75 -1.52 1.2010
P -2.237138 -0.024353 -0.618951 -2.22 -0.35 -1.04 0.8600
C -2.931373 -1.633290 -1.155785 0.12 -0.11 0.19 -0.9325
C -3.581075 0.599437 0.460074 0.66 0.05 0.58 -0.9309
H -4.484512 0.859267 -0.114823 0.44 -0.21 0.19 0.2840
H -3.619330 1.046656 -2.331044 0.31 -0.19 0.22 0.2694
H -3.203534 1.479986 0.989698 -0.31 0.15 -0.18 0.2513
H -2.171333 2.013015 -1.940255 -0.10 -0.14 -0.11 0.2635
H -2.909303 -2.320300 -0.303411 -0.12 -0.04 -0.14 0.2426
H -3.799432 -0.148739 1.224649 -0.23 -0.04 -0.08 0.2521
C -2.542819 0.996452 -2.115620 0.76 0.29 0.03 -0.9162
H -3.970467 -1.502017 -1.488089 0.31 -0.05 0.06 0.2752
H -2.012031 0.588843 -2.982089 -0.13 0.07 0.17 0.2619
H -2.336243 -2.068743 -1.965487 -0.24 0.12 0.06 0.2470
P 2.239818 0.334215 0.940192 1.41 0.32 1.08 0.9272
C 3.392421 -1.067753 1.124619 -0.08 -0.13 -0.22 -0.9375
C 3.313862 1.613565 0.177136 -0.49 0.09 -0.53 -0.9245
H 1.376777 1.698497 2.713512 0.34 0.16 0.12 0.2417
H 3.107881 1.367279 2.987438 -0.08 -0.13 0.06 0.2796
H 1.865454 0.096358 3.286732 0.18 0.03 0.23 0.2385
C 2.162139 0.934981 2.655425 -0.49 0.02 -0.08 -0.9483
H 2.761601 2.558692 0.084991 0.17 -0.23 -0.02 0.2640
H 4.196940 1.779035 0.810203 -0.32 -0.19 -0.07 0.2657
H 4.374526 -0.686651 1.436536 -0.28 -0.20 0.02 0.2719
H 3.508336 -1.598811 0.174374 0.06 0.04 0.13 0.2562
H 3.641892 1.301141 -0.822476 -0.09 0.11 0.26 0.2658
H 2.984710 -1.760993 1.869678 0.29 0.11 -0.11 0.2325
C 0.199770 -2.349908 -1.482353 -0.13 -3.33 -1.04 0.5907
O 0.206769 -3.400628 -1.928781 0.10 2.92 0.99 -0.3679
N 0.282163 -1.906248 1.205490 -0.61 -1.83 1.24 -0.6093
C 0.270231 -2.815331 1.960250 0.37 2.10 -2.18 0.6525
N 0.421953 -3.904602 2.588552 -0.73 -0.88 2.18 -0.3346
C -0.131589 -4.128440 3.767444 0.67 -0.08 -1.13 0.4075
N -0.563874 -4.439772 4.814429 0.01 0.11 -0.13 -0.0376

35
Properties=species:S:1:pos:R:3:forces:R:3:nbo_charge:R:1 method="wB97M-V/def2-TZVPD" orbital_gap_ev=3.676 largest_force_ev_per_a=7.439 energy_ev=-49737.96054 total_charge=-1
Tl 1.501465 3.531764 1.113969 -0.12 0.12 -0.22 0.6269
Cl -0.069602 2.732376 -0.878059 0.12 0.45 0.26 -0.7713
Cl 1.889099 0.991359 1.661234 0.08 -0.30 0.36 -0.8077
C -0.114853 -1.005793 -0.234594 2.14 1.80 4.38 -0.7243
H 0.129340 0.069434 -0.313017 0.06 -0.37 -0.07 0.3052
H 0.818520 -1.499180 0.104333 0.09 0.03 0.11 0.1921
C -2.108916 -0.604218 -1.859378 2.32 -4.79 2.33 -0.7216
C -0.612957 -1.527828 -1.414352 -5.64 0.21 -4.85 -0.2452
H -2.989090 -0.815715 -1.249497 0.27 -0.03 -0.23 0.1494
C 0.345556 -1.410812 -2.591444 0.10 -0.02 0.12 -0.3926
H -0.997274 -2.556698 -1.337285 0.39 0.08 0.04 0.1859
C 0.461738 0.022265 -3.111245 -0.12 0.14 -0.04 -0.4133
H 1.340786 -1.768781 -2.290633 0.05 -0.04 -0.02 0.1716
H -0.012747 -2.058487 -3.399599 0.01 0.04 0.07 0.1980
C -0.836086 0.493429 -3.764675 -0.62 -0.20 0.40 -0.3811
H 0.701082 0.716173 -2.292264 0.08 -0.23 -0.23 0.2265
H 1.277395 0.079343 -3.844317 -0.01 0.00 0.10 0.1811
C -2.031755 0.491104 -2.764980 0.41 2.27 -0.79 -0.4631
H -0.701544 1.506481 -4.160727 -0.04 -0.07 0.02 0.1908
H -1.083541 -0.166332 -4.607164 0.08 -0.06 0.00 0.1703
H -1.945819 1.419642 -2.167127 -0.01 0.47 -0.70 0.1613
H -2.973811 0.557455 -3.337288 0.18 0.23 -0.09 0.1760
C -2.599496 -2.095638 1.034207 -0.59 -0.36 0.50 -0.9789
P -1.206885 -0.997095 1.251141 0.71 0.66 -2.40 1.6113
C -1.752564 0.681368 1.551660 -0.32 0.35 0.44 -0.9923
C -0.235448 -1.583439 2.640812 0.11 -0.22 0.62 -0.9897
H -3.472861 -1.536293 0.679687 0.33 -0.19 -0.07 0.2729
H -2.830965 -2.531168 2.015551 -0.08 -0.03 -0.18 0.2218
H -2.366604 -2.904105 0.330977 -0.03 0.31 0.08 0.2701
H -1.329185 1.009239 2.509224 -0.15 0.04 -0.10 0.2334
H -1.385414 1.358767 0.762236 -0.16 -0.39 0.12 0.3288
H -2.849856 0.704889 1.592095 0.30 0.10 -0.03 0.2413
H -0.078634 -0.752028 3.336138 0.09 -0.27 -0.10 0.2668
H -0.770774 -2.402435 3.137020 0.20 0.17 0.01 0.2277
H 0.741098 -1.929241 2.284765 -0.24 0.12 0.13 0.2718